ORCA calculation (ωB97M-V/def2-TZVPD) on C30H26N14S3Sc as an isolated structure at a distorted geometry.

Summary:
orbital gap	6.908	eV
energy	-105600.3325	eV
relative energy (zero: lowest compared OMol25 entry of this formula, charge and spin)	30.6	kJ/mol
charge	+1

Structure (XYZ):
```
74
C30H26N14S3Sc (ωB97M-V/def2-TZVPD)
Sc 0.2012 0.0476 0.0692
N -2.1963 -1.0867 3.8811
C -1.2699 -0.5073 3.0748
S -1.7528 0.7363 1.9894
N -0.0476 -0.9907 3.1844
N 0.7720 -0.3771 2.2558
C 1.9884 -0.2434 2.5987
C 2.9297 0.3579 1.6445
C 4.2724 0.4896 1.9533
C 5.1180 1.0619 1.0154
C 4.5931 1.4825 -0.1932
C 3.2360 1.3192 -0.4254
N 2.4135 0.7721 0.4737
H -3.0825 -0.6304 3.9985
H -1.8430 -1.6494 4.6384
H 2.3174 -0.5549 3.5864
H 4.6403 0.1498 2.9116
H 6.1715 1.1804 1.2315
H 5.2125 1.9358 -0.9538
H 2.7948 1.6487 -1.3540
C 0.4596 4.6625 -0.2881
C 0.6139 3.3662 0.1854
N -0.2148 2.3953 -0.1802
C -1.2121 2.7200 -1.0139
C -1.3169 4.0130 -1.5096
N -0.4922 4.9877 -1.1482
C -2.1958 1.6496 -1.3220
C -3.4186 1.9225 -1.9102
C -4.3520 0.9062 -2.0861
C -4.0127 -0.3503 -1.5991
C -2.7819 -0.5486 -0.9962
N -1.8768 0.4245 -0.8953
C -2.3944 -1.8243 -0.3461
C -3.2326 -2.9285 -0.2666
N -2.8981 -4.0305 0.3940
C -1.7088 -4.0313 0.9789
C -0.8383 -2.9545 0.8891
N -1.1861 -1.8540 0.2272
C -5.6705 1.1649 -2.7360
C -6.7215 0.2599 -2.6431
C -7.9255 0.5504 -3.2659
N -8.1499 1.6582 -3.9663
C -7.1419 2.5213 -4.0554
C -5.9029 2.3248 -3.4658
H 1.1371 5.4417 0.0379
H 1.4068 3.1109 0.8739
H -2.0869 4.2703 -2.2244
H -3.6535 2.9355 -2.1940
H -4.7016 -1.1741 -1.6865
H -4.2038 -2.9250 -0.7418
H -1.4230 -4.9138 1.5375
H 0.1353 -2.9674 1.3572
H -6.6448 -0.6604 -2.0828
H -8.7508 -0.1481 -3.1923
H -7.3250 3.4206 -4.6317
H -5.1419 3.0780 -3.6115
S 1.4399 2.4176 -3.8255
C 0.9788 1.2918 -2.7785
N 0.6164 0.4810 -1.9985
C 3.4745 -5.4341 1.4589
C 4.0176 -4.0335 1.1874
C 3.1926 -3.2761 0.1947
N 2.3025 -2.4159 0.5296
N 1.6201 -1.8682 -0.5487
C 2.0348 -2.3714 -1.6909
N 1.5076 -2.0771 -2.8916
S 3.2998 -3.5293 -1.5170
H 4.0948 -5.9436 2.1946
H 3.4618 -6.0418 0.5533
H 2.4578 -5.3841 1.8493
H 5.0513 -4.0849 0.8393
H 4.0190 -3.4383 2.1017
H 0.9505 -1.2316 -2.9370
H 1.9689 -2.3813 -3.7298
```